C6H9NO as an isolated structure, computed with ωB97M-V with the def2-TZVPD basis set.

Geometry (Å):
1 C 0.023 -0.286 -0.387
2 C -1.429 0.223 -0.477
3 C -0.766 1.460 0.231
4 C 0.428 1.239 -0.772
5 C 0.249 -0.291 1.054
6 C 0.832 -1.200 1.839
7 H 0.455 -1.327 -2.095
8 H 1.415 -1.672 -0.790
9 H -1.732 0.513 -1.496
10 H -2.168 -0.336 0.067
11 H -1.173 2.464 0.355
12 H 0.377 1.523 -1.835
13 H 1.433 1.621 -0.421
14 H 0.711 -1.207 2.886
15 H 1.161 -2.163 1.471
16 N 0.460 -1.478 -1.097
17 O -0.274 0.917 1.468

Forces on atoms 1 to 6 (eV/Å):
0.6 -0.1 -2.9
0.2 1.1 0.3
0.3 0.1 -1.6
1.5 -0.1 1.5
0.6 -0.2 1.3
-0.8 -0.2 -0.9

Largest force on an atom   2.93 eV/A
HOMO-LUMO gap   9.56 eV
LUMO energy   0.0352 Eh

From a Löwdin analysis of the wavefunction, the atomic charges in e read:
1 C -0.46
2 C -0.02
3 C -0.23
4 C -0.02
5 C -0.33
6 C 0.09
7 H 0.07
8 H 0.08
9 H 0.12
10 H 0.11
11 H 0.15
12 H 0.11
13 H 0.12
14 H 0.05
15 H 0.06
16 N 0.10
17 O -0.01

***

A 7-piece molecular cluster, C18H22BBrN8O2S overall, computed with ωB97M-V with the def2-TZVPD basis set.

Geometry (Å):
1 O 7.477 -1.280 -0.226
2 B 7.035 -0.263 -1.180
3 O 7.893 0.121 -2.280
4 C 5.574 0.408 -0.880
5 C 4.635 -0.342 0.093
6 C 3.224 0.279 0.385
7 C 2.817 1.628 -0.255
8 Br 1.060 2.509 0.084
9 C 3.840 2.350 -1.195
10 N 3.713 3.629 -1.875
11 S 5.131 3.910 -2.792
12 N 6.119 2.513 -2.493
13 C 5.260 1.775 -1.581
14 H 7.536 -0.771 0.625
15 H 8.413 0.885 -1.916
16 H 4.935 -1.330 0.605
17 H 2.471 -0.236 1.069
18 C 0.067 -2.679 2.423
19 C 0.740 -1.402 2.828
20 N 1.272 -0.394 3.148
21 H 0.737 -3.523 2.597
22 H -0.843 -2.821 3.007
23 H -0.191 -2.642 1.366
24 C 0.538 -2.516 -2.328
25 C 0.263 -3.436 -1.176
26 N 0.047 -4.161 -0.267
27 H 1.030 -1.609 -1.970
28 H 1.188 -3.011 -3.051
29 H -0.398 -2.244 -2.817
30 C 4.847 7.925 -5.227
31 C 4.571 7.018 -4.066
32 N 4.353 6.302 -3.149
33 H 5.341 8.834 -4.879
34 H 5.494 7.420 -5.946
35 H 3.910 8.194 -5.718
36 C -4.602 -3.626 2.839
37 C -3.725 -2.650 2.112
38 N -3.035 -1.878 1.538
39 H -5.312 -4.074 2.145
40 H -3.992 -4.414 3.283
41 H -5.152 -3.113 3.629
42 C -7.259 -1.829 0.386
43 C -7.446 -2.944 1.372
44 N -7.594 -3.823 2.149
45 H -7.104 -2.240 -0.614
46 H -8.144 -1.190 0.376
47 H -6.389 -1.230 0.663
48 C -8.104 0.588 3.527
49 C -8.945 -0.175 2.548
50 N -9.609 -0.777 1.776
51 H -8.489 1.603 3.636
52 H -8.124 0.093 4.499
53 H -7.072 0.635 3.173

Forces on atoms 1 to 6 (eV/Å):
-0.1 2.6 -0.6
0.3 -0.6 0.3
-0.9 0.2 2.6
-0.9 -0.6 0.9
-0.6 3.9 -2.3
0.8 2.8 -2.2

Largest force on an atom   6.32 eV/A
SMILES   OB(O)c1ccc(Br)c2nsnc12.CC#N.CC#N.CC#N.CC#N.CC#N.CC#N
HOMO-LUMO gap   7.20 eV
LUMO energy   -0.0445 Eh

From a Löwdin analysis of the wavefunction, the atomic charges in e read:
1 O 0.04
2 B -0.48
3 O 0.06
4 C -0.02
5 C 0.01
6 C -0.07
7 C -0.53
8 Br 0.61
9 C -0.28
10 N -0.25
11 S 0.94
12 N -0.23
13 C -0.26
14 H 0.11
15 H 0.11
16 H 0.12
17 H 0.05
18 C -0.09
19 C -0.23
20 N 0.11
21 H 0.08
22 H 0.06
23 H 0.01
24 C -0.05
25 C -0.22
26 N 0.12
27 H 0.07
28 H 0.08
29 H 0.08
30 C -0.06
31 C -0.21
32 N 0.03
33 H 0.08
34 H 0.08
35 H 0.08
36 C -0.08
37 C -0.24
38 N 0.12
39 H 0.03
40 H 0.08
41 H 0.08
42 C -0.08
43 C -0.26
44 N 0.12
45 H 0.08
46 H 0.03
47 H 0.07
48 C -0.05
49 C -0.23
50 N 0.13
51 H 0.08
52 H 0.08
53 H 0.08

***

A 5-piece molecular cluster, C5H19NO5 overall, computed with ωB97M-V with the def2-TZVPD basis set.

Geometry (Å):
1 C 1.041 0.405 -0.825
2 C 1.295 0.372 0.757
3 C 2.774 0.206 1.101
4 C 0.370 -0.590 1.442
5 N -0.865 0.178 1.849
6 C -2.042 0.130 1.201
7 O -2.380 -0.587 0.246
8 H 1.390 1.349 -1.363
9 H 1.297 -0.579 -1.246
10 H -0.061 0.240 -0.902
11 H 1.107 1.501 0.988
12 H 2.876 0.228 2.203
13 H 3.446 0.976 0.533
14 H 3.150 -0.817 0.723
15 H 0.702 -0.964 2.428
16 H 0.188 -1.460 0.748
17 H -0.794 0.829 2.614
18 H -2.735 0.783 1.530
19 O -2.435 -3.093 -0.405
20 H -2.780 -2.227 -0.068
21 H -1.683 -3.340 0.139
22 O -0.738 -1.325 -2.420
23 H -1.433 -1.622 -1.828
24 H -0.528 -2.124 -2.971
25 O 2.787 2.655 -0.264
26 H 2.724 2.018 -1.037
27 H 1.912 2.527 0.235
28 O -2.960 1.749 -1.758
29 H -2.659 1.459 -2.617
30 H -2.968 1.124 -1.031

Forces on atoms 1 to 6 (eV/Å):
-1.5 -0.9 1.3
1.6 3.0 -2.1
1.5 -1.3 -1.2
-1.1 0.4 0.9
-0.4 -1.5 -1.6
1.9 -2.3 -1.6

Largest force on an atom   4.05 eV/A
SMILES   CC(C)CNC=O.O.O.O.O
HOMO-LUMO gap   11.02 eV
LUMO energy   0.0134 Eh

From a Löwdin analysis of the wavefunction, the atomic charges in e read:
1 C -0.06
2 C -0.43
3 C -0.10
4 C -0.12
5 N 0.07
6 C -0.29
7 O -0.04
8 H 0.08
9 H 0.08
10 H 0.05
11 H 0.13
12 H 0.08
13 H 0.09
14 H 0.10
15 H 0.13
16 H 0.14
17 H 0.14
18 H 0.10
19 O -0.09
20 H 0.01
21 H 0.03
22 O -0.08
23 H -0.01
24 H 0.07
25 O -0.14
26 H 0.04
27 H 0.05
28 O -0.06
29 H 0.03
30 H -0.01

***

C25H31N5O4PPt as an isolated structure, computed with ωB97M-V with the def2-TZVPD basis set.

Geometry (Å):
1 Pt 0.403 0.098 -0.521
2 C 0.017 4.016 -2.815
3 C -0.639 4.097 -1.466
4 C -1.587 5.091 -1.250
5 C -2.300 5.177 -0.068
6 C -2.092 4.226 0.915
7 C -1.144 3.227 0.740
8 C -0.947 2.187 1.797
9 C -0.375 3.186 -0.425
10 N 0.607 2.164 -0.616
11 C 1.828 2.532 -1.111
12 O 2.360 3.625 -1.103
13 C 2.530 1.377 -1.820
14 C 3.667 1.465 -2.597
15 C 4.134 0.311 -3.223
16 C 3.477 -0.904 -3.047
17 C 2.352 -0.938 -2.250
18 N 1.925 0.196 -1.688
19 C 1.491 -2.161 -1.949
20 O 1.776 -3.237 -2.437
21 N 0.443 -1.834 -1.151
22 C -0.511 -2.806 -0.727
23 C -1.858 -2.540 -0.989
24 C -2.289 -1.373 -1.839
25 C -2.824 -3.402 -0.476
26 C -2.457 -4.506 0.281
27 C -1.114 -4.753 0.527
28 C -0.122 -3.911 0.034
29 C 1.314 -4.184 0.363
30 H -0.606 4.508 -3.560
31 H 0.156 2.978 -3.126
32 H 0.996 4.496 -2.814
33 H -1.777 5.801 -2.045
34 H -3.031 5.962 0.074
35 H -2.673 4.249 1.829
36 H -1.791 2.164 2.489
37 H -0.033 2.376 2.365
38 H -0.855 1.213 1.306
39 H 4.145 2.429 -2.700
40 H 5.016 0.360 -3.846
41 H 3.804 -1.826 -3.506
42 H -1.956 -1.486 -2.871
43 H -1.899 -0.407 -1.492
44 H -3.375 -1.285 -1.840
45 H -3.868 -3.218 -0.697
46 H -3.213 -5.183 0.656
47 H -0.821 -5.612 1.118
48 H 1.391 -4.879 1.196
49 H 1.826 -3.263 0.653
50 H 1.837 -4.597 -0.500
51 N -2.519 -1.366 2.765
52 C -1.496 -0.713 3.659
53 P 0.095 -1.214 2.858
54 O 0.566 -2.472 3.457
55 O -0.326 -1.139 1.395
56 C 1.384 0.087 3.028
57 N 2.224 0.021 1.800
58 H -3.411 -0.876 2.753
59 H -2.681 -2.337 3.035
60 H -2.095 -1.389 1.808
61 H -1.599 -1.103 4.668
62 H -1.668 0.361 3.647
63 H 1.994 -0.106 3.908
64 H 0.957 1.085 3.095
65 H 1.603 0.095 0.812
66 H 2.689 -0.887 1.739
67 H 2.941 0.745 1.797

Forces on atoms 1 to 6 (eV/Å):
-0.4 -1.0 -0.8
0.0 0.0 0.0
-0.1 0.0 0.1
0.0 0.0 0.0
0.0 0.0 0.0
0.0 0.0 -0.1

Largest force on an atom   1.48 eV/A
Total charge   +1
HOMO-LUMO gap   7.23 eV
LUMO energy   -0.1232 Eh

From a Löwdin analysis of the wavefunction, the atomic charges in e read:
1 Pt 1.22
2 C -0.03
3 C -0.19
4 C -0.04
5 C -0.07
6 C -0.05
7 C -0.22
8 C -0.07
9 C -0.18
10 N -0.07
11 C -0.50
12 O 0.08
13 C -0.15
14 C 0.04
15 C 0.00
16 C 0.04
17 C -0.14
18 N -0.05
19 C -0.47
20 O 0.09
21 N -0.06
22 C -0.22
23 C -0.23
24 C -0.04
25 C -0.06
26 C -0.08
27 C -0.04
28 C -0.20
29 C -0.03
30 H 0.08
31 H 0.08
32 H 0.08
33 H 0.12
34 H 0.11
35 H 0.11
36 H 0.08
37 H 0.08
38 H 0.02
39 H 0.13
40 H 0.12
41 H 0.13
42 H 0.09
43 H 0.04
44 H 0.08
45 H 0.11
46 H 0.10
47 H 0.12
48 H 0.09
49 H 0.07
50 H 0.08
51 N 0.15
52 C -0.15
53 P 0.43
54 O -0.28
55 O -0.43
56 C -0.19
57 N 0.08
58 H 0.17
59 H 0.17
60 H 0.12
61 H 0.11
62 H 0.08
63 H 0.11
64 H 0.07
65 H 0.05
66 H 0.15
67 H 0.16

***

A 2-piece molecular cluster, C5H9N overall, computed with ωB97M-V with the def2-TZVPD basis set.

Geometry (Å):
1 C -1.906 -0.295 -0.140
2 C -0.920 0.478 0.321
3 C -0.196 1.518 -0.495
4 C -0.458 0.289 1.680
5 N -0.051 0.138 2.752
6 H -2.244 -0.197 -1.168
7 H -2.381 -1.048 0.480
8 H 0.888 1.439 -0.363
9 H -0.498 2.523 -0.185
10 H -0.424 1.394 -1.557
11 C 1.669 -1.294 -0.266
12 H 1.976 -0.620 0.538
13 H 1.948 -2.313 0.002
14 H 2.154 -0.998 -1.199
15 H 0.589 -1.249 -0.398

Forces on atoms 1 to 6 (eV/Å):
0.1 0.1 0.1
-0.2 -0.1 -0.1
0.0 0.1 0.0
0.2 -0.1 0.7
-0.3 0.2 -0.9
0.0 0.0 0.1

Largest force on an atom   0.94 eV/A
SMILES   C=C(C)C#N.C
HOMO-LUMO gap   10.76 eV
LUMO energy   0.0193 Eh

From a Löwdin analysis of the wavefunction, the atomic charges in e read:
1 C 0.07
2 C -0.40
3 C -0.06
4 C -0.21
5 N 0.16
6 H 0.08
7 H 0.08
8 H 0.08
9 H 0.09
10 H 0.09
11 C -0.04
12 H 0.02
13 H 0.03
14 H 0.03
15 H 0.00

***

A 3-piece molecular cluster, C5H13N overall, computed with ωB97M-V with the def2-TZVPD basis set.

Geometry (Å):
1 C 1.418 -1.749 1.487
2 C 0.951 -1.230 0.283
3 C 0.567 0.073 -0.079
4 C -0.277 0.194 -1.227
5 C 1.245 1.274 0.453
6 N -2.791 0.919 -0.942
7 H 1.454 -2.829 1.395
8 H 1.042 -1.182 2.339
9 H -1.764 0.635 1.305
10 H 0.658 -2.044 -0.394
11 H -1.094 0.424 1.579
12 H -0.040 0.939 -1.974
13 H -0.421 -0.801 -1.671
14 H -1.415 0.570 -0.967
15 H 2.028 1.676 -0.189
16 H 0.604 2.141 0.666
17 H 1.695 1.038 1.433
18 H -2.972 1.085 -1.926
19 H -3.447 0.274 -0.520

Forces on atoms 1 to 6 (eV/Å):
-2.7 1.3 -2.6
0.3 -3.0 2.4
-1.1 1.8 -3.5
3.7 -2.2 0.7
0.2 0.7 1.9
2.1 0.7 0.3

Largest force on an atom   4.40 eV/A
HOMO-LUMO gap   6.24 eV
LUMO energy   -0.0450 Eh

From a Löwdin analysis of the wavefunction, the atomic charges in e read:
1 C 0.06
2 C -0.16
3 C -0.37
4 C -0.09
5 C -0.07
6 N -0.10
7 H 0.05
8 H 0.07
9 H 0.07
10 H 0.11
11 H 0.06
12 H 0.11
13 H 0.09
14 H 0.00
15 H 0.09
16 H 0.09
17 H 0.08
18 H -0.04
19 H -0.05

***

Question: Which value of largest force on an atom does entry 6 give?
Answer: 4.40 eV/A